This record from the Open Molecules 2025 dataset describes a 12-piece molecular cluster, C32H96N8O12 overall. The level of theory is wB97M-V/def2-TZVPD.

The geometry in XYZ format:
```
148
Properties=species:S:1:pos:R:3:lowdin_charge:R:1
C 3.217 -3.484 2.070 -0.10
O 3.593 -2.961 3.326 -0.22
C 3.345 -3.725 4.475 -0.23
C 4.191 -3.227 5.597 -0.41
C 3.783 -1.767 5.906 -0.06
N 5.664 -3.325 5.348 0.05
H 3.978 -4.181 1.650 0.10
H 3.173 -2.661 1.383 0.05
H 2.193 -3.937 2.084 0.10
H 2.307 -3.567 4.792 0.12
H 3.538 -4.767 4.206 0.13
H 3.982 -3.757 6.529 0.13
H 2.755 -1.711 6.345 0.09
H 3.731 -1.154 5.014 0.05
H 4.559 -1.257 6.524 0.09
H 5.842 -2.823 4.485 0.06
H 6.020 -4.251 5.228 0.06
C 5.337 0.507 1.699 -0.11
O 4.771 0.623 0.434 -0.21
C 5.276 -0.219 -0.560 -0.23
C 4.467 0.026 -1.787 -0.46
C 4.872 -0.935 -2.929 -0.04
N 4.828 1.374 -2.140 0.05
H 4.778 1.203 2.349 0.08
H 6.405 0.710 1.740 0.09
H 5.024 -0.495 2.065 0.09
H 6.329 0.106 -0.824 0.15
H 5.246 -1.280 -0.235 0.13
H 3.364 -0.034 -1.628 0.12
H 5.687 -1.632 -2.719 0.08
H 5.076 -0.376 -3.829 0.07
H 4.060 -1.616 -2.960 0.03
H 4.476 2.020 -1.490 0.05
H 4.226 1.616 -2.932 0.08
C -7.140 -3.015 -2.945 -0.14
O -6.630 -1.794 -3.411 -0.19
C -5.221 -1.803 -3.691 -0.22
C -4.734 -0.413 -3.971 -0.44
C -3.330 -0.578 -4.502 -0.08
N -4.766 0.517 -2.837 0.06
H -8.141 -2.713 -2.578 0.09
H -6.598 -3.484 -2.061 0.10
H -7.314 -3.748 -3.715 0.07
H -4.651 -2.228 -2.806 0.14
H -5.031 -2.501 -4.558 0.14
H -5.402 -0.010 -4.765 0.16
H -3.370 -1.350 -5.278 0.08
H -2.684 -0.957 -3.692 0.07
H -2.906 0.367 -4.945 0.10
H -5.731 0.723 -2.601 0.09
H -4.397 0.136 -1.986 0.08
C 1.972 0.645 2.769 -0.07
O 0.886 0.960 1.882 -0.23
C 0.994 0.595 0.498 -0.18
C -0.013 1.367 -0.376 -0.42
C -1.402 1.294 0.215 -0.04
N 0.184 0.905 -1.724 0.06
H 2.625 -0.093 2.264 0.07
H 1.681 0.207 3.761 0.10
H 2.516 1.571 2.915 0.08
H 2.023 0.782 0.189 0.11
H 0.769 -0.490 0.415 0.12
H 0.255 2.472 -0.339 0.17
H -1.506 1.768 1.209 0.04
H -1.568 0.223 0.365 0.08
H -2.145 1.756 -0.478 0.07
H 0.242 -0.080 -1.842 0.03
H 0.915 1.373 -2.270 0.09
C 0.506 -6.667 -3.044 -0.08
O 0.168 -5.345 -3.541 -0.18
C 1.014 -4.318 -3.110 -0.23
C 0.657 -3.470 -1.865 -0.40
C -0.694 -2.699 -2.078 -0.04
N 1.825 -2.605 -1.722 0.05
H 1.555 -6.931 -3.111 0.08
H -0.037 -7.409 -3.608 0.08
H 0.264 -6.756 -1.981 0.09
H 1.986 -4.837 -2.978 0.12
H 1.220 -3.641 -3.952 0.12
H 0.536 -4.141 -1.021 0.12
H -1.126 -2.339 -1.128 0.08
H -1.447 -3.475 -2.281 0.08
H -0.548 -1.952 -2.829 0.04
H 1.815 -2.006 -0.899 0.05
H 2.656 -3.192 -1.761 0.07
C 0.332 5.126 2.810 -0.11
O -0.769 5.044 3.652 -0.23
C -1.129 6.264 4.241 -0.20
C -2.223 5.918 5.322 -0.40
C -3.549 5.303 4.706 -0.04
N -2.388 7.070 6.203 0.01
H 0.350 6.109 2.310 0.10
H 0.294 4.233 2.194 0.07
H 1.291 4.962 3.383 0.10
H -0.321 6.719 4.809 0.11
H -1.406 6.978 3.417 0.14
H -1.797 5.139 5.920 0.12
H -4.063 6.096 4.155 0.08
H -4.112 5.034 5.602 0.07
H -3.346 4.417 4.124 0.03
H -2.721 6.776 7.144 0.09
H -2.925 7.858 5.828 0.08
C -1.639 -2.630 4.628 -0.15
O -2.665 -1.833 4.174 -0.18
C -2.245 -0.581 3.599 -0.19
C -1.948 0.552 4.523 -0.44
C -3.087 0.811 5.445 -0.06
N -1.695 1.714 3.635 0.06
H -2.186 -3.516 4.929 0.09
H -1.035 -2.212 5.447 0.09
H -0.967 -3.031 3.819 0.09
H -1.460 -0.890 2.929 0.11
H -3.077 -0.194 2.975 0.15
H -1.174 0.300 5.231 0.13
H -3.991 1.092 4.915 0.09
H -2.827 1.557 6.199 0.08
H -3.362 -0.046 6.073 0.09
H -1.416 2.605 4.087 0.10
H -1.045 1.437 2.921 0.03
C 2.533 -1.129 -8.315 -0.17
O 2.139 -0.443 -7.242 -0.17
C 0.914 -0.895 -6.711 -0.19
C 0.663 -0.016 -5.487 -0.46
C 0.234 1.382 -5.901 -0.05
N 1.685 -0.052 -4.480 0.07
H 3.531 -0.792 -8.515 0.08
H 1.966 -0.959 -9.245 0.10
H 2.643 -2.204 -8.073 0.10
H 0.078 -0.845 -7.414 0.14
H 0.994 -1.851 -6.222 0.11
H -0.232 -0.488 -5.066 0.12
H 1.056 1.863 -6.472 0.09
H -0.097 2.018 -5.089 0.07
H -0.565 1.340 -6.616 0.07
H 1.779 -0.989 -4.064 0.06
H 2.591 0.197 -4.908 0.08
O -4.825 3.026 -0.340 -0.06
H -4.404 3.223 0.478 -0.05
H -4.114 2.960 -1.002 0.00
O -2.893 5.338 -1.983 -0.07
H -2.622 4.494 -2.330 -0.01
H -3.722 5.244 -1.480 0.03
O -3.293 3.413 1.851 -0.05
H -2.801 2.825 2.422 -0.01
H -2.842 4.255 1.774 0.06
O -2.292 2.119 -2.904 -0.09
H -1.552 1.558 -2.630 -0.01
H -3.077 1.564 -2.798 -0.03
```

LUMO level: 0.196 eV
net charge: 0
HOMO: -0.33655 Eh
maximum force: 0.0588 Eh/bohr
orbital gap: 9.35 eV
relative energy (zero: lowest compared OMol25 entry of this formula, charge and spin): 42.6 kcal per mole